(1)
{"formula": "C26H31F3IrN4O4S3", "method": "the ωB97M-V functional and the def2-TZVPD basis", "elements": ["Ir", "S", "S", "S", "F", "F", "F", "O", "O", "O", "O", "N", "N", "N", "N", "C", "C", "C", "C", "C", "C", "C", "C", "C", "C", "C", "C", "C", "C", "C", "C", "C", "C", "C", "C", "C", "C", "C", "C", "C", "C", "H", "H", "H", "H", "H", "H", "H", "H", "H", "H", "H", "H", "H", "H", "H", "H", "H", "H", "H", "H", "H", "H", "H", "H", "H", "H", "H", "H", "H", "H", "H"], "positions_angstrom": [[-0.895, 0.692, -1.353], [-1.111, 3.140, -2.422], [0.454, -1.410, -1.794], [1.269, -0.639, 1.103], [2.115, -3.222, -5.578], [0.953, -3.725, -3.822], [2.769, -2.562, -3.620], [-0.555, 2.932, 0.693], [0.129, 0.257, 0.644], [-2.965, 0.374, -2.322], [-2.924, -1.179, -0.705], [1.381, 3.851, -2.991], [0.475, 4.826, -1.130], [-0.263, 0.308, -3.515], [-5.004, -2.380, -1.282], [-0.530, 0.829, -4.712], [-1.754, -1.262, 2.531], [4.193, -0.548, 2.272], [0.395, -0.845, -3.422], [-0.543, -1.880, 2.844], [-0.092, 0.237, -5.880], [4.352, -1.670, 4.803], [5.447, -1.718, 3.952], [5.367, -1.154, 2.685], [1.817, 0.156, 2.666], [1.652, 5.624, -0.819], [-2.836, 2.222, 0.575], [-1.199, -1.948, 5.164], [0.463, -2.155, 1.774], [-1.378, 2.239, 0.246], [-2.673, -0.984, 3.531], [3.085, -0.499, 3.122], [0.660, -0.931, -5.797], [0.902, -1.487, -4.555], [-3.434, -0.601, -1.699], [-2.400, -1.329, 4.848], [-4.788, -1.195, -2.153], [0.371, 3.995, -2.139], [3.173, -1.072, 4.387], [1.692, -2.761, -4.401], [-0.271, -2.214, 4.169], [6.363, -2.194, 4.273], [-0.988, -2.228, 6.187], [1.482, 6.134, 0.123], [-3.342, 2.790, -0.209], [1.960, 1.198, 2.373], [-1.112, 1.741, -4.723], [2.537, 4.994, -0.714], [4.422, -2.094, 5.795], [1.290, -2.777, 2.119], [-4.726, -1.462, -3.205], [0.662, -2.709, 4.414], [0.009, -2.602, 0.888], [2.323, -1.023, 5.057], [1.252, 3.285, -3.812], [-5.854, -2.341, -0.726], [-3.123, -1.122, 5.625], [-4.979, -3.261, -1.788], [-0.328, 0.678, -6.836], [2.233, 4.381, -2.893], [-4.112, -2.272, -0.657], [-0.300, 4.868, -0.491], [6.222, -1.183, 2.023], [1.006, 0.083, 3.388], [-3.611, -0.502, 3.287], [1.041, -1.414, -6.686], [4.125, -0.105, 1.285], [-3.007, 2.698, 1.541], [-1.967, -1.008, 1.502], [-3.236, 1.210, 0.580], [1.826, 6.375, -1.592], [-5.567, -0.448, -2.027]], "spin_multiplicity": 2, "gap_ha": [0.229, 0.247], "charge": 2, "lumo_energy_ev": [-7.09, -6.60]}

=====

(2)
{"formula": "C3H5FN2S", "method": "the ωB97M-V functional and the def2-TZVPD basis", "elements": ["S", "F", "N", "N", "C", "C", "C", "H", "H", "H", "H", "H"], "positions_angstrom": [[-2.542, -0.513, -0.148], [0.178, -1.350, 1.130], [-1.520, 0.875, -0.085], [0.653, 1.912, 0.366], [0.558, -0.619, 0.049], [1.533, -1.068, -0.787], [-0.083, 0.832, 0.040], [-1.911, 1.844, 0.085], [-2.277, -1.205, 1.057], [1.951, -2.169, -0.769], [1.818, -0.493, -1.586], [1.643, 1.954, 0.646]], "smiles": "[H]/N=C(/NS)C(=C)F", "gap_ha": 0.360, "charge": 0, "lumo_energy_ev": 0.58}

=====

(3)
{"formula": "C3H6N2S", "method": "the ωB97M-V functional and the def2-TZVPD basis", "elements": ["S", "N", "N", "C", "C", "C", "H", "H", "H", "H", "H", "H"], "positions_angstrom": [[-0.162, 0.199, 2.029], [0.292, -2.059, 0.471], [0.710, -1.510, 1.406], [1.710, 1.154, -1.147], [-1.321, 0.288, 0.640], [1.397, 0.261, -1.900], [1.751, 1.877, -0.467], [-2.271, 0.150, 1.204], [1.588, -0.525, -2.619], [-1.155, -0.736, 0.195], [-1.435, 1.105, -0.074], [1.470, -1.529, 2.032]], "gap_ha": 0.333, "charge": 0, "lumo_energy_ev": 0.40}

=====

(4)
{"formula": "C6H14O", "method": "the ωB97M-V functional and the def2-TZVPD basis", "elements": ["O", "C", "C", "C", "C", "C", "C", "H", "H", "H", "H", "H", "H", "H", "H", "H", "H", "H", "H", "H", "H"], "positions_angstrom": [[-0.187, 3.929, -0.255], [0.089, -1.218, -1.190], [1.498, 0.103, 1.827], [-1.296, -0.463, 0.762], [0.952, 0.458, 0.470], [-0.812, -2.055, -2.035], [-0.108, -0.321, -0.179], [1.218, -1.068, -1.428], [2.370, 0.734, 2.193], [-0.651, 3.253, 0.226], [-1.873, 0.549, 0.861], [-0.180, 3.657, -1.212], [-1.731, -1.570, -1.993], [-0.890, -3.063, -1.675], [-1.940, -1.257, 0.442], [0.780, 0.169, 2.680], [0.772, 1.503, 0.288], [1.839, 0.446, -0.297], [-0.531, -1.974, -3.053], [1.684, -0.978, 1.735], [-1.005, -0.832, 1.834]], "smiles": "C/C=C(\\C)CC.O", "gap_ha": 0.358, "charge": 0, "lumo_energy_ev": 0.79}

=====

(5)
{"formula": "C32H52N3O5", "method": "the ωB97M-V functional and the def2-TZVPD basis", "elements": ["O", "O", "O", "O", "O", "N", "N", "N", "C", "C", "C", "C", "C", "C", "C", "C", "C", "C", "C", "C", "C", "C", "C", "C", "C", "C", "C", "C", "C", "C", "C", "C", "C", "C", "C", "C", "C", "C", "C", "C", "H", "H", "H", "H", "H", "H", "H", "H", "H", "H", "H", "H", "H", "H", "H", "H", "H", "H", "H", "H", "H", "H", "H", "H", "H", "H", "H", "H", "H", "H", "H", "H", "H", "H", "H", "H", "H", "H", "H", "H", "H", "H", "H", "H", "H", "H", "H", "H", "H", "H", "H", "H"], "positions_angstrom": [[2.952, -4.775, -2.460], [0.642, -4.506, -0.507], [4.107, -3.371, -1.353], [-1.238, -0.776, -2.873], [1.886, -2.970, 1.569], [0.710, -0.750, -5.114], [-4.944, 0.681, 1.068], [3.690, -3.573, -2.424], [4.452, 2.678, -0.642], [-5.734, 2.927, 2.221], [-4.929, 0.172, -0.385], [0.338, -1.061, -1.138], [0.864, -2.149, -0.436], [-0.249, -1.342, -2.476], [0.970, -3.430, -2.583], [0.941, 0.463, 0.620], [0.356, 0.233, -0.636], [3.218, 1.840, -0.238], [0.566, -2.166, -4.757], [0.810, -3.479, -1.097], [-5.580, -0.422, 1.880], [-3.674, -0.682, -0.553], [-7.089, 3.055, 2.917], [-3.465, 0.827, 1.334], [7.719, -0.514, -1.833], [-5.146, 0.483, 4.362], [8.478, -0.867, -0.553], [-5.694, 1.995, 1.004], [1.008, 1.884, 1.122], [0.463, -2.394, -3.262], [7.651, 0.999, -2.121], [-2.815, -0.384, 0.683], [1.405, -1.928, 0.834], [-4.534, -0.502, 5.359], [-6.046, -0.201, 3.320], [1.435, -0.620, 1.340], [1.732, -4.559, -3.200], [2.088, 2.694, 0.329], [5.720, 1.807, -0.708], [6.204, 1.536, -2.134], [-5.183, 2.542, 0.215], [1.867, -0.477, 2.321], [1.582, 3.214, -0.483], [1.356, -0.265, -4.510], [-6.294, -1.198, 3.692], [6.503, 2.317, -0.150], [1.437, -2.663, -5.169], [4.559, 3.456, 0.113], [-6.696, 1.759, 0.643], [8.170, 1.507, -1.311], [-3.150, 1.760, 0.868], [3.574, 1.134, 0.509], [5.589, 0.753, -2.582], [-7.890, 3.188, 2.189], [-0.180, -0.281, -5.151], [6.732, -0.977, -1.823], [4.288, 3.165, -1.602], [-5.310, -0.990, 5.950], [1.190, -5.498, -3.163], [-4.929, 2.739, 2.927], [9.338, -0.220, -0.408], [2.004, -4.362, -4.233], [0.023, 2.309, 0.946], [-3.912, -1.742, -0.630], [2.550, 3.420, 0.994], [-7.089, 3.926, 3.571], [8.869, -1.881, -0.625], [-3.263, 0.857, 2.398], [6.127, 2.427, -2.753], [8.119, 1.243, -3.070], [-7.345, 2.202, 3.541], [-6.454, -0.722, 1.305], [-5.744, 1.204, 4.922], [-4.859, 1.048, -1.023], [-3.157, -0.415, -1.471], [-3.871, 0.020, 6.049], [7.835, -0.856, 0.325], [-5.522, 3.924, 1.828], [-1.770, -0.197, 0.439], [-4.885, -1.260, 1.852], [-5.865, -0.338, -0.589], [-0.344, -2.513, -5.239], [-3.951, -1.273, 4.852], [2.902, 1.313, -1.137], [-0.063, 1.042, -1.218], [-2.828, -1.237, 1.362], [1.294, 1.916, 2.170], [-4.340, 1.057, 3.915], [8.268, -0.975, -2.653], [-7.014, 0.299, 3.275], [5.554, 0.838, -0.237], [2.848, -2.944, 1.619]], "gap_ha": 0.308, "charge": 1, "lumo_energy_ev": -2.87}

=====

(6)
{"formula": "C2H8S3", "method": "the ωB97M-V functional and the def2-TZVPD basis", "elements": ["S", "S", "S", "C", "C", "H", "H", "H", "H", "H", "H", "H", "H"], "positions_angstrom": [[-1.527, 1.848, -2.699], [-0.446, -0.539, 0.341], [-0.566, 3.338, -1.569], [-0.617, -2.032, 1.389], [1.297, -0.055, 0.624], [0.362, 3.511, -2.517], [1.818, -0.302, -0.313], [0.242, -2.629, 1.099], [-0.722, -1.828, 2.435], [1.303, 1.018, 0.664], [-1.442, 0.891, -1.762], [-1.451, -2.533, 0.934], [1.750, -0.688, 1.375]], "smiles": "CSC.SS", "gap_ha": 0.328, "charge": 0, "lumo_energy_ev": 0.36}

=====

(7)
{"formula": "C13H16BrCuN2S2Si", "method": "the ωB97M-V functional and the def2-TZVPD basis", "elements": ["Br", "Cu", "S", "S", "Si", "N", "N", "C", "C", "C", "C", "C", "C", "C", "C", "C", "C", "C", "C", "C", "H", "H", "H", "H", "H", "H", "H", "H", "H", "H", "H", "H", "H", "H", "H", "H"], "positions_angstrom": [[1.611, 1.329, 2.868], [1.870, 1.054, 0.441], [1.534, -1.194, -0.094], [4.110, 1.530, -0.170], [-1.397, -3.298, -0.111], [-0.176, 0.720, -0.048], [2.042, 3.077, -0.107], [1.358, 4.221, -0.047], [1.962, 5.457, -0.106], [4.078, 4.326, -0.214], [-2.350, -3.805, -1.640], [-1.284, -1.424, -0.105], [-0.107, -0.633, -0.095], [-2.396, -3.795, 1.389], [3.388, 3.100, -0.191], [-1.353, 1.331, 0.016], [-2.550, 0.651, -0.016], [-2.491, -0.741, -0.077], [3.359, 5.496, -0.186], [0.204, -4.232, -0.082], [-3.424, -1.300, -0.087], [-3.383, -3.326, 1.390], [-0.041, -5.301, -0.084], [0.790, -3.998, 0.807], [-3.489, 1.184, 0.022], [-1.880, -3.488, 2.302], [5.158, 4.317, -0.241], [-1.806, -3.505, -2.539], [-2.535, -4.879, 1.421], [-2.495, -4.889, -1.675], [0.824, -4.006, -0.949], [-3.335, -3.331, -1.672], [1.369, 6.360, -0.067], [0.283, 4.130, 0.059], [-1.325, 2.412, 0.093], [3.877, 6.449, -0.206]], "spin_multiplicity": 2, "gap_ha": [0.273, 0.261], "charge": -1, "lumo_energy_ev": [2.81, 2.63]}

=====

(8)
{"formula": "C8H14Cl15O4P", "method": "the ωB97M-V functional and the def2-TZVPD basis", "elements": ["Cl", "Cl", "Cl", "Cl", "Cl", "Cl", "Cl", "Cl", "Cl", "Cl", "Cl", "Cl", "Cl", "Cl", "Cl", "P", "O", "O", "O", "O", "C", "C", "C", "C", "C", "C", "C", "C", "H", "H", "H", "H", "H", "H", "H", "H", "H", "H", "H", "H", "H", "H"], "positions_angstrom": [[-1.136, -4.569, -2.177], [-3.886, -4.414, -3.043], [1.886, -3.306, -0.790], [-4.021, -4.002, 1.151], [4.001, 3.963, 0.594], [-4.236, -2.046, 3.190], [-2.158, -2.385, -3.927], [3.246, -1.947, 1.394], [-0.416, 7.057, -2.917], [3.095, 2.147, 2.593], [1.776, 5.433, -1.662], [4.654, -4.194, -0.006], [-0.857, 4.158, -2.311], [-1.985, -4.111, 3.310], [2.478, 1.629, -0.108], [-1.190, 0.103, 0.626], [-1.405, -0.752, -0.740], [-2.338, 0.120, 1.557], [0.105, -0.564, 1.393], [-0.708, 1.557, 0.005], [0.204, -0.256, 2.822], [3.689, 2.258, 0.911], [3.472, -2.852, -0.147], [-2.490, -3.481, -2.564], [-0.415, -0.842, -1.748], [0.372, 5.469, -2.764], [-0.816, 2.867, 0.685], [-3.050, -3.043, 2.228], [0.903, 0.553, 3.036], [0.555, -0.472, -1.416], [-2.435, -2.336, 1.671], [0.599, -1.172, 3.262], [3.894, -2.125, -0.842], [-0.200, -1.904, -1.871], [-0.647, -0.330, -2.682], [-0.041, 3.603, 0.468], [-1.763, 3.265, 0.320], [4.599, 1.665, 0.812], [-0.693, 0.131, 3.305], [0.895, 5.228, -3.690], [-0.823, 2.755, 1.770], [-2.715, -2.861, -1.696]], "spin_multiplicity": 2, "gap_ha": [0.392, 0.118], "charge": 1, "lumo_energy_ev": [-2.60, -10.05]}

=====

(9)
{"formula": "C14H25N5O3Re", "method": "the ωB97M-V functional and the def2-TZVPD basis", "elements": ["Re", "O", "O", "O", "N", "N", "N", "N", "N", "C", "C", "C", "C", "C", "C", "C", "C", "C", "C", "C", "C", "C", "C", "H", "H", "H", "H", "H", "H", "H", "H", "H", "H", "H", "H", "H", "H", "H", "H", "H", "H", "H", "H", "H", "H", "H", "H", "H"], "positions_angstrom": [[0.784, -1.090, -0.439], [1.810, 0.355, 0.058], [2.366, 1.809, 1.688], [-0.500, -2.529, -0.860], [-0.839, 8.261, 3.274], [2.283, -1.778, -1.718], [-0.387, 7.052, 5.164], [-0.504, 5.992, 3.075], [-0.636, 0.374, 0.679], [1.985, -4.017, -0.764], [0.356, 3.778, 2.331], [3.630, -3.523, -2.614], [0.678, -4.615, -1.316], [-0.144, 4.665, 3.488], [-0.409, 2.457, 2.123], [2.657, -3.080, -1.727], [-0.576, 7.103, 3.861], [4.213, -2.639, -3.507], [1.598, 1.289, 0.954], [2.875, -0.914, -2.558], [0.057, 1.664, 0.890], [-0.305, -3.574, -1.860], [3.835, -1.295, -3.475], [0.365, 4.358, 1.407], [-1.474, 2.663, 1.969], [-1.268, -4.036, -2.102], [4.278, -0.574, -4.148], [2.556, 0.123, -2.509], [-0.910, 9.112, 3.818], [0.633, 4.743, 4.261], [-1.006, 8.374, 2.284], [0.905, -5.308, -2.129], [3.930, -4.564, -2.593], [-1.515, 0.532, 0.180], [-0.752, 6.125, 2.100], [-0.286, 6.206, 5.704], [2.654, -4.854, -0.546], [-1.225, -2.830, -0.272], [1.812, -3.513, 0.203], [4.966, -2.970, -4.215], [1.399, 3.511, 2.550], [0.085, -3.092, -2.763], [0.209, -5.205, -0.528], [-1.003, 4.185, 3.986], [-0.042, 2.278, -0.016], [-0.402, 7.910, 5.705], [-0.308, 1.833, 3.014], [-0.878, -0.043, 1.583]], "spin_multiplicity": 2, "gap_ha": [0.105, 0.125], "charge": 4, "lumo_energy_ev": [-17.02, -16.48]}

=====

Result set for calculated total energy: -85098.18333; -19722.38522; -17018.20622; -8494.63864; -48725.61763; -34708.83292; -160956.33988; -213828.76477; -30603.04654 eV, one per record in the order listed.